Entry from the Open Molecules 2025 dataset: a 4-piece molecular cluster, CH11NO4 overall (ωB97M-V/def2-TZVPD).

## Properties
Highest occupied orbital energy, hartree: -0.3663
Relative energy (zero: lowest compared OMol25 entry of this formula, charge and spin), kJ/mol: 96.11
SMILES: NCO.O.O.O
LUMO level, eV: 0.677

Last column: natural (NBO) charge in e.
Geometry (Å):
1 N -1.76 -2.35 -2.51  -0.835
2 C -2.62 -3.17 -1.74  0.089
3 O -1.86 -3.98 -0.82  -0.772
4 H -1.21 -2.79 -3.24  0.365
5 H -1.09 -1.90 -1.89  0.367
6 H -3.27 -3.84 -2.30  0.164
7 H -3.28 -2.49 -1.19  0.154
8 H -2.28 -4.14 0.04  0.470
9 H 0.68 -3.29 0.23  0.469
10 H -0.56 -3.33 1.01  0.463
11 O 0.31 -2.91 1.05  -0.933
12 H 4.73 5.14 2.84  0.474
13 H 3.77 4.46 1.87  0.471
14 O 4.28 5.27 2.00  -0.945
15 H 2.08 6.35 1.21  0.478
16 H 0.92 6.40 2.18  0.465
17 O 1.15 6.59 1.26  -0.943